Molecular formula: C17H53AsF6N13O8
Method: DFT, wB97M-V/def2-TZVPD

Structure (XYZ):
```
98
C17H53AsF6N13O8, DFT wB97M-V/def2-TZVPD
F 1.25 -1.15 0.56
O 2.79 3.53 1.96
H 4.01 -0.49 -3.77
H -0.26 4.71 4.07
H 0.64 3.48 2.16
C -1.71 2.63 -1.23
C 0.40 4.32 4.84
H -3.01 0.51 -1.35
H 3.70 -5.07 -0.94
H 0.10 -4.11 -4.62
H -2.24 5.23 0.07
H 0.00 3.33 5.07
C 1.56 3.22 2.69
H 1.64 1.65 -4.16
H 3.95 2.81 0.44
F 0.05 0.99 0.84
C 0.93 -4.14 4.23
C -0.25 -1.99 -3.82
N 1.21 -2.97 3.76
N 4.44 -1.24 -3.25
H -4.52 1.11 -1.98
O 1.53 -5.18 -2.08
H 0.49 4.98 5.70
H 2.19 3.18 0.12
H 1.46 2.15 2.86
O -3.02 2.48 -1.83
N -1.56 -2.11 -3.13
F -1.01 -0.63 -0.62
C 2.93 2.76 0.81
H 0.16 -3.83 -0.73
N 2.10 5.46 3.71
H 0.82 -2.91 -5.61
C -3.41 -4.35 -0.01
H 2.86 5.22 3.08
H 2.69 1.71 0.92
C -1.03 4.04 -1.21
H -2.74 3.22 2.99
H 2.76 -1.35 -0.64
H 1.69 -5.66 5.12
N 3.12 -1.15 -1.56
C -1.31 4.68 0.15
H -1.51 -3.08 -2.86
H 2.76 1.07 -5.36
N 1.91 -4.69 4.93
H 0.34 -2.12 -2.91
H -1.29 -1.59 -2.31
H 0.06 3.93 -1.28
N -3.80 -3.17 0.43
N -2.95 2.23 2.94
N 1.14 -3.63 -0.57
As -0.40 -0.75 1.08
H 2.88 -4.46 4.81
H -4.09 1.45 -0.37
H 1.49 5.96 3.09
H 5.43 -1.34 -3.45
H -1.66 -3.66 0.49
H -0.59 -0.40 -5.22
H -0.82 4.80 -3.04
H 3.35 -3.70 0.05
O -5.11 2.77 3.23
F -0.78 -2.56 1.25
H -4.74 -2.87 0.24
H -1.37 3.92 0.93
H -1.18 1.92 -1.87
C 4.28 -1.48 -1.97
C -3.66 1.38 -1.37
H -2.23 4.14 -2.58
H 1.10 1.37 -5.83
H 0.50 -2.55 3.18
N -4.24 0.64 2.83
H -3.17 -2.74 1.10
H 2.61 -0.56 -2.21
C -0.03 -3.09 -4.96
H 2.46 3.74 4.65
H -5.12 0.15 2.86
C -0.02 -0.55 -4.30
H -1.72 -5.36 -0.07
C 1.73 0.99 -5.02
H 1.91 -2.43 4.24
H -2.36 1.53 2.52
O -4.19 -5.17 -0.50
C 1.67 4.13 4.00
H -1.63 2.10 -0.28
N 3.03 -4.39 -0.60
H -0.93 -3.15 -5.57
F 0.09 -0.61 2.81
O 5.09 -2.10 -1.38
N -2.16 -4.50 0.22
O 1.36 -0.34 -4.71
C -4.18 1.97 2.98
H 1.43 -3.28 0.33
N -1.51 4.80 -2.30
C 1.89 -4.38 -1.24
H -0.34 0.17 -3.56
H -3.39 0.09 2.91
H -0.62 5.45 0.49
O -0.05 -4.79 3.96
F -2.09 -0.28 1.56
```

Calculated values
Multiplicity: 1
Charge: -1
Orbital gap: 8.323 eV
ΔE to the lowest compared entry with this formula, charge and spin: 6.044 eV

Here are the Mulliken charges for atoms 1 to 8, given in e: -0.508, -0.479, 0.138, 0.211, -0.269, 0.956, -1.267, 0.059

---

Molecular formula: C2H8NO2P
Method: DFT, wB97M-V/def2-TZVPD

Structure (XYZ):
```
14
C2H8NO2P, DFT wB97M-V/def2-TZVPD
N 1.38 -0.02 -0.73
H 2.14 0.30 -0.14
H 0.62 0.91 2.24
H 0.28 1.64 0.65
O 0.90 -1.75 0.93
C -0.09 0.94 1.40
H -1.71 -2.07 -0.27
P 0.13 -0.65 0.32
C -1.44 -1.07 -0.65
H -1.12 1.06 1.74
O 0.85 1.08 -1.43
H -1.28 -1.07 -1.67
H -2.04 -0.40 -0.09
H 1.37 1.09 -2.30
```

Calculated values
Multiplicity: 1
Orbital gap: 10.328 eV
ΔE to the lowest compared entry with this formula, charge and spin: 3.063 eV

Here are the Mulliken charges for atoms 1 to 8, given in e: -0.399, 0.266, 0.268, 0.358, -0.690, -1.042, 0.302, 0.913

---

Molecular formula: C5H23N2O6
Method: DFT, wB97M-V/def2-TZVPD

Structure (XYZ):
```
36
C5H23N2O6, DFT wB97M-V/def2-TZVPD
H 2.28 0.51 0.02
O 3.18 -0.28 2.20
C 2.03 -0.12 2.50
H 0.23 -0.82 1.67
O 1.32 1.69 -1.84
H -1.22 -1.89 -3.66
H -3.21 0.50 -0.96
H -0.93 -0.36 -3.83
C -1.42 1.07 1.41
O 1.03 -2.19 -1.53
C 0.12 1.23 1.67
H 0.51 -1.79 -2.25
H -1.93 1.08 2.38
O -0.89 -1.10 -3.23
H 1.92 -3.64 1.27
H 1.84 -1.11 -0.02
H 0.45 2.02 0.98
H -1.25 -0.91 0.53
N -2.23 0.36 -0.81
C -1.98 -0.09 0.58
H 0.61 2.34 -1.66
H -2.02 -0.40 -1.45
H 2.15 2.16 -1.94
C 0.94 -0.05 1.46
O -1.14 2.73 -1.35
H -1.69 2.01 0.94
H -1.74 3.44 -1.60
H -1.64 1.93 -1.07
N 1.53 -0.17 0.14
H 0.62 -3.06 -1.39
O 1.29 -3.00 1.62
H 1.73 0.05 3.54
H -2.82 -0.54 1.12
H 1.18 -3.27 2.54
H 0.21 1.64 2.67
H 0.93 0.04 -0.66
```

Calculated values
Multiplicity: 1
Charge: +1
Orbital gap: 10.911 eV
ΔE to the lowest compared entry with this formula, charge and spin: 2.034 eV

Here are the Mulliken charges for atoms 1 to 8, given in e: 0.444, -0.471, -0.130, 0.308, -0.675, 0.306, 0.274, 0.288

---

Molecular formula: C5H10S
Method: DFT, wB97M-V/def2-TZVPD

Structure (XYZ):
```
16
C5H10S, DFT wB97M-V/def2-TZVPD
C 0.53 -1.36 -1.25
C -1.51 1.49 -0.99
H 2.43 1.11 -0.09
S 0.52 -0.16 -0.02
H 0.92 -1.05 -2.21
H -0.51 -1.78 -1.23
H 0.48 -1.83 1.76
C -0.26 -1.22 1.30
H -0.95 -1.75 0.64
C 2.09 0.52 0.76
C -0.68 1.23 -0.06
H 2.67 -0.40 0.72
H -1.55 0.81 -1.77
H -0.43 1.79 0.80
H -0.92 -0.62 1.96
H -2.14 2.36 -1.06
```

Calculated values
Multiplicity: 1
Orbital gap: 8.581 eV
ΔE to the lowest compared entry with this formula, charge and spin: 6.790 eV

Here are the Mulliken charges for atoms 1 to 8, given in e: -0.848, -0.640, 0.286, 0.347, 0.320, 0.259, 0.301, -0.808

---

Molecular formula: C5H12ClN2O2
Method: DFT, wB97M-V/def2-TZVPD

Structure (XYZ):
```
22
C5H12ClN2O2, DFT wB97M-V/def2-TZVPD
H -2.52 0.16 -0.18
N 0.35 -3.66 -1.13
O -1.64 -2.80 -0.70
H 1.03 2.17 -2.56
H -0.54 0.73 1.73
H 1.16 0.61 1.02
H 1.40 -3.59 -1.23
H 0.58 -0.61 2.09
O 0.14 -1.47 -0.59
C -0.27 1.30 -1.32
H -0.14 -4.40 -1.55
H 1.29 2.75 -0.85
H 1.87 1.11 -1.55
H -2.24 -0.90 1.09
C -0.44 -2.58 -0.80
Cl -1.62 2.33 -0.93
N -1.96 -0.60 0.15
C 0.17 0.06 1.31
C 1.08 1.88 -1.53
H -0.61 0.68 -2.16
C -0.43 -0.38 0.10
H -2.00 -1.66 -0.44
```

Calculated values
Multiplicity: 1
Charge: +1
Orbital gap: 10.041 eV
ΔE to the lowest compared entry with this formula, charge and spin: 0.000 eV

Here are the Mulliken charges for atoms 1 to 8, given in e: 0.238, -0.418, -0.562, 0.389, 0.391, 0.259, 0.257, 0.382

---

Molecular formula: C4H8FNO
Method: DFT, wB97M-V/def2-TZVPD

Structure (XYZ):
```
15
C4H8FNO, DFT wB97M-V/def2-TZVPD
C 1.67 1.36 -0.01
H -2.25 -2.21 -0.39
H -3.53 -1.01 0.12
H -0.23 -0.15 -1.50
H 1.18 2.26 -0.32
H 2.23 -1.10 -0.20
H 2.40 1.34 0.88
O 1.67 -1.02 0.56
C 0.76 0.15 0.50
C -1.55 -0.38 -0.06
F -1.93 1.22 0.47
H 2.18 0.84 -0.79
N -0.29 -0.31 -0.50
C -2.56 -1.24 -0.21
H 0.24 0.25 1.45
```

Calculated values
Multiplicity: 1
Orbital gap: 10.363 eV
ΔE to the lowest compared entry with this formula, charge and spin: 2.389 eV

Here are the Mulliken charges for atoms 1 to 8, given in e: -0.969, 0.312, 0.333, 0.269, 0.361, 0.305, 0.287, -0.529

---

Molecular formula: C7H8S
Method: DFT, wB97M-V/def2-TZVPD

Structure (XYZ):
```
16
C7H8S, DFT wB97M-V/def2-TZVPD
C -1.24 1.42 -0.21
S 0.69 0.77 1.80
H -1.51 1.55 1.79
H -2.23 1.76 -0.29
H -0.82 1.46 -2.36
C 0.19 -2.39 0.79
H 0.18 -2.17 1.83
H 0.98 0.21 -2.80
C 0.60 0.32 -1.73
H 0.59 1.43 3.02
H 2.21 -1.20 -1.14
H -0.25 -3.32 0.48
C 0.72 -1.48 0.05
C 1.23 -0.66 -0.83
C -0.46 1.08 -1.46
C -0.89 1.20 1.07
```

Calculated values
Multiplicity: 1
Orbital gap: 8.671 eV
ΔE to the lowest compared entry with this formula, charge and spin: 3.410 eV

Here are the Mulliken charges for atoms 1 to 8, given in e: -0.243, -0.189, 0.428, 0.355, 0.316, -0.778, 0.271, 0.233

---

Molecular formula: C2H4GaO
Method: DFT, wB97M-V/def2-TZVPD

Structure (XYZ):
```
8
C2H4GaO, DFT wB97M-V/def2-TZVPD
O 0.91 0.50 -2.29
Ga -0.26 -1.03 0.92
H 1.35 1.15 -0.42
C -0.64 0.31 -0.47
H 1.28 -1.46 1.16
C 0.62 0.63 -1.09
H -1.10 1.16 0.06
H -1.32 -0.23 -1.14
```

Calculated values
Multiplicity: 1
Charge: +1
Orbital gap (alpha / beta): 6.689 / 6.688 eV

Table of Mulliken atomic charges, one value per atom, all in e: -0.368, 0.852, 0.340, -0.470, 0.003, -0.109, 0.392, 0.360

---

Respective largest force on an atom values: 0.16260 0.08874 0.04665 0.06388 0.10621 0.08601 0.06243 0.08995 hartree/bohr.
Respective total energy values: -131388.732 -17076.327 -20817.807 -16175.688 -24968.858 -10530.114 -18219.903 -56551.510 eV.